P | Computed, not measured: 2 unconnected molecules or ions with the total composition C6H13NO3, with ωB97M-V/def2-TZVPD.

```
23
C6H13NO3 | OMol25 | ωB97M-V/def2-TZVPD
O -4.103 0.829 0.189
O -3.731 -1.377 2.255
O 1.532 -0.405 -0.531
N 3.526 0.218 -1.383
C 2.381 0.536 -0.965
C 4.359 1.257 -1.945
C -0.495 -1.174 0.456
C 0.290 0.043 0.007
C -1.953 -0.838 0.764
C -2.585 -1.657 1.861
H -1.872 -2.081 2.598
H -0.260 0.607 -0.764
H -1.953 0.188 1.177
H -0.034 -1.592 1.361
H 1.986 1.568 -0.950
H 3.909 2.245 -1.764
H -0.451 -1.942 -0.331
H 0.477 0.719 0.858
H -2.620 -1.491 0.035
H -3.839 1.694 0.515
H -4.421 0.262 1.042
H 5.341 1.249 -1.452
H 4.516 1.141 -3.032
```

multiplicity: 1
SMILES: C/N=C/OCCCC=O.O
charge: 0

---

Q | Computed, not measured: 2 unconnected molecules or ions with the total composition C6H13NO3, with ωB97M-V/def2-TZVPD.

```
23
C6H13NO3 | OMol25 | ωB97M-V/def2-TZVPD
O 0.302 0.161 -1.186
O 4.655 0.038 -0.466
O 2.652 0.325 0.565
N 3.450 0.067 -0.324
C -1.537 1.709 -0.009
C -0.191 -0.503 -0.106
C -0.100 -2.009 -0.297
C -4.104 0.108 0.210
C -2.695 -0.447 0.505
C -1.642 0.225 -0.346
H -1.905 0.098 -1.399
H -0.703 2.162 -0.558
H -1.325 1.866 1.060
H -2.437 -0.291 1.570
H -2.474 2.236 -0.265
H -0.324 -2.252 -1.339
H -4.196 1.147 0.532
H -4.852 -0.494 0.751
H 0.969 -2.241 -0.187
H -0.675 -2.664 0.375
H -2.671 -1.542 0.349
H -4.309 0.056 -0.858
H -0.002 -0.237 0.957
```

multiplicity: 1
charge: 0

---

Least stable = Q

---

P | Computed, not measured: a molecular structure, C5H5ClO2, with ωB97M-V/def2-TZVPD.

```
13
C5H5ClO2 | OMol25 | ωB97M-V/def2-TZVPD
Cl 1.283 0.087 2.012
O -0.006 -1.870 -1.248
O -0.624 1.497 -1.008
C 0.169 0.202 0.691
C -1.426 0.258 -0.846
C -1.136 -0.024 0.621
C -0.263 -0.525 -1.534
C 0.497 0.620 -0.734
H -0.309 -0.227 -2.590
H -1.837 -0.338 1.363
H -0.693 -2.397 -1.763
H 1.482 1.005 -1.039
H -2.453 0.277 -1.310
```

multiplicity: 1
charge: 0

---

Q | Computed, not measured: C5H5ClO2 in the gas phase, with ωB97M-V/def2-TZVPD.

```
13
C5H5ClO2 | OMol25 | ωB97M-V/def2-TZVPD
Cl 3.041 -0.690 -0.353
O -0.232 1.460 -0.130
O -2.057 -1.508 -0.608
C -0.762 0.242 0.433
C 0.407 -0.702 0.711
C 1.479 -0.027 -0.098
C -1.746 -0.342 -0.576
C 1.051 1.175 -0.504
H 0.160 -1.726 0.377
H -2.190 0.368 -1.284
H 0.659 -0.698 1.766
H 1.545 1.918 -1.047
H -1.354 0.531 1.312
```

multiplicity: 1
SMILES: O=C[C@H]1CC(Cl)=CO1
charge: 0

---

Least stable = P